31
Properties=species:S:1:pos:R:3 method="wB97M-V/def2-TZVPD" mol_weight_da=246.2 total_charge=0 smiles="NC(=O)C[C@H](NC(=O)[C@@H](N)CC(N)=O)C(=O)O" gap_ev=10.05 lumo_ev=0.42 e_homo_ev=-9.62
C 0.95 0.66 1.69
C 1.13 0.17 0.25
C 0.48 2.17 1.76
C -0.96 2.39 1.47
C 0.06 -0.53 -1.78
C -1.31 -0.58 -2.38
C 0.79 -1.82 -2.05
C 0.38 -3.07 -1.15
H 2.98 1.06 1.83
H 2.52 -0.44 2.39
H 0.23 0.04 2.25
H 1.13 2.76 1.15
H 0.71 2.50 2.75
H -0.89 4.40 2.03
H -2.45 3.85 1.47
H -0.91 -0.04 -0.03
H 0.56 0.34 -2.24
H 0.57 -2.13 -3.06
H 1.90 -1.74 -1.92
H -1.03 -3.94 -0.05
H -1.51 -2.40 -0.56
H -3.14 -0.86 -1.83
N 2.26 0.55 2.42
N -1.46 3.69 1.59
N 0.00 -0.30 -0.35
N -0.86 -3.15 -0.64
O 2.24 0.19 -0.26
O -1.70 1.48 1.15
O -1.60 -0.70 -3.53
O 1.19 -3.94 -1.01
O -2.28 -0.62 -1.38

31
Properties=species:S:1:pos:R:3 method="wB97M-V/def2-TZVPD" mol_weight_da=246.2 total_charge=0 gap_ev=8.84 lumo_ev=-0.26 e_homo_ev=-9.10
C -2.08 -0.02 -0.37
C -0.74 0.47 0.13
C -3.28 0.02 0.65
C -4.59 -0.33 0.08
C 1.64 -0.01 0.20
C 2.29 1.34 -0.34
C 2.51 -1.19 -0.34
C 3.86 -1.22 0.35
H -2.50 -1.45 -1.69
H -2.42 -1.97 -0.10
H -2.28 0.42 -1.33
H -3.34 0.92 1.16
H -3.14 -0.78 1.42
H -5.51 1.44 1.40
H -6.59 0.39 0.31
H -0.05 -1.38 -0.42
H 1.72 -0.08 1.27
H 1.85 -2.02 -0.21
H 2.64 -1.14 -1.44
H 4.41 0.54 -0.72
H 5.76 -0.58 0.08
H 0.47 2.38 0.30
N -1.86 -1.30 -0.84
N -5.70 0.25 0.80
N 0.31 -0.27 -0.21
N 4.83 -0.42 -0.33
O -0.62 1.62 0.68
O -4.89 -0.97 -1.01
O 3.45 1.50 -0.76
O 4.05 -1.93 1.37
O 1.54 2.43 -0.06

25
Properties=species:S:1:pos:R:3 method="wB97M-V/def2-TZVPD" mol_weight_da=156.2 total_charge=+1 smiles="COC(=O)C1=CCC[N@@H+](C)C1" gap_ev=11.01 lumo_ev=-3.09 e_homo_ev=-14.10
C -4.06 -0.33 -0.06
H -4.13 0.28 -1.03
H -4.47 -1.19 -0.26
H -4.40 0.17 0.72
O -2.70 -0.83 -0.18
C -1.96 0.29 0.22
O -2.32 1.40 0.41
C -0.50 -0.03 0.14
C -0.08 -1.23 -0.16
C 1.45 -1.67 -0.02
C 2.20 -0.36 0.70
N 1.73 0.91 0.18
H 2.46 1.30 0.66
C 2.01 1.15 -1.13
H 1.82 2.10 -1.51
H 1.19 0.44 -1.59
H 3.03 0.62 -1.44
C 0.40 1.00 0.81
H 0.52 1.23 1.75
H 0.04 2.05 0.45
H 3.27 -0.69 0.35
H 2.01 -0.54 1.92
H 1.52 -2.45 0.58
H 1.71 -1.76 -0.86
H -0.72 -1.84 -0.65

24
Properties=species:S:1:pos:R:3 method="wB97M-V/def2-TZVPD" mol_weight_da=142.2 total_charge=0 gap_ev="5.93 / 8.11" lumo_ev="0.86 / -1.70" e_homo_ev="-5.07 / -9.81" s2=2.0062 spin_multiplicity=3
C 0.41 -1.08 0.66
C 1.61 -0.30 -0.08
C -2.60 0.55 -1.26
C -1.78 0.32 0.01
C -2.11 1.15 1.24
C 3.73 0.67 -0.74
C 2.88 -0.10 0.24
C -1.22 -1.01 0.28
O -1.25 0.97 -1.14
O -1.47 -1.80 -0.80
H 0.32 -0.71 1.64
H 0.56 -2.17 0.73
H 1.06 0.26 -0.83
H -2.65 -0.36 -1.89
H -3.44 1.21 -1.19
H -1.53 0.90 2.06
H -3.20 1.03 1.53
H -1.92 2.24 1.04
H 3.65 1.77 -0.77
H 4.79 0.50 -0.44
H 3.51 0.43 -1.74
H 3.50 -0.42 1.02
H -1.80 -1.41 1.23
H -1.06 -2.61 -0.81

27
Properties=species:S:1:pos:R:3 method="wB97M-V/def2-TZVPD" mol_weight_da=205.2 total_charge=-1 gap_ev=7.49 lumo_ev=3.39 e_homo_ev=-4.09
C 1.42 -1.94 -0.38
C -1.10 2.20 -1.44
C 1.37 1.56 -1.42
C -1.19 -0.60 2.81
C -0.45 -0.14 -0.94
C 0.77 -0.49 1.49
C -0.03 1.35 -0.76
C 0.30 -1.22 0.24
O 0.89 -2.98 -1.07
O 2.61 -1.72 -0.29
O -1.89 -2.63 -0.79
O -0.28 0.25 2.13
P -0.68 -2.90 0.06
H -1.30 1.64 -2.41
H -2.01 2.12 -0.72
H -0.87 3.25 -1.49
H 1.52 1.02 -2.37
H 1.53 2.53 -1.60
H 2.19 1.19 -0.75
H -1.95 0.13 3.15
H -0.59 -1.11 3.65
H -1.71 -1.40 2.18
H 0.01 -0.57 -1.86
H -1.47 -0.20 -1.00
H 1.26 -1.28 2.03
H 1.62 0.26 1.29
H 0.05 1.67 0.27

24
Properties=species:S:1:pos:R:3 method="wB97M-V/def2-TZVPD" mol_weight_da=174.3 total_charge=0 gap_ev="7.46 / 7.45" lumo_ev="-0.05 / -0.05" e_homo_ev="-7.51 / -7.51"
C -2.75 -0.64 0.57
C 1.84 1.88 -0.22
C -2.71 -0.44 -1.04
C -1.35 -0.35 1.13
C 1.71 0.36 -0.03
C 0.80 1.23 0.74
C 2.80 -0.40 0.84
C 1.12 -0.48 -1.14
S -2.13 1.29 -1.41
S -0.86 1.33 0.68
H -3.58 0.07 0.89
H -3.13 -1.61 0.70
H 2.74 2.34 0.13
H 1.48 2.38 -1.15
H -1.98 -1.18 -1.36
H -3.76 -0.49 -1.36
H -1.32 -0.35 2.28
H -0.70 -1.08 0.73
H 2.21 -1.05 1.49
H 3.44 0.20 1.42
H 3.34 -1.02 0.23
H 0.92 -1.45 -0.71
H 1.69 -0.65 -2.06
H 0.18 0.10 -1.37

39
Properties=species:S:1:pos:R:3 method="wB97M-V/def2-TZVPD" mol_weight_da=599.7 total_charge=-2 gap_ev=6.87 lumo_ev=4.25 e_homo_ev=-2.61
Ag 0.75 -0.69 0.10
O -2.35 -1.09 -0.64
C -2.95 -0.97 0.63
C -2.04 -0.41 1.76
N -1.18 0.67 1.33
C -1.85 1.62 0.45
C -0.89 2.25 -0.58
O -1.27 3.28 -1.15
O 0.19 1.63 -0.77
C -0.52 1.33 2.45
C 0.88 0.79 2.93
O 1.17 1.12 4.09
O 1.61 0.18 2.10
H -2.47 -2.01 -0.96
H -3.82 -0.30 0.55
H -3.33 -1.94 0.97
H -2.74 -0.07 2.55
H -1.74 -2.12 2.71
H -2.59 1.11 -0.17
H -2.36 2.42 1.00
H -0.31 2.36 2.16
H -1.18 1.35 3.33
C 1.47 1.84 -3.59
S 2.35 1.18 -2.14
C 3.93 0.91 -3.10
O 1.89 -0.24 -2.01
H 2.05 2.67 -4.01
H 0.51 2.21 -3.24
H 1.34 1.04 -4.32
H 4.36 1.86 -3.39
H 3.75 0.28 -3.97
H 4.59 0.39 -2.41
F 0.76 -3.77 2.14
Te -0.12 -3.36 0.46
F 0.00 -5.27 0.32
F -1.54 -3.86 -1.03
F -1.68 -3.99 1.63
F 1.69 -3.65 -0.34
O -1.20 -1.39 2.34

27
Properties=species:S:1:pos:R:3 method="wB97M-V/def2-TZVPD" mol_weight_da=181.0 total_charge=-1 gap_ev=6.95 lumo_ev=3.40 e_homo_ev=-3.55
C 3.92 -1.22 0.87
C 3.46 -0.69 -0.11
C 2.57 0.00 -1.08
C 2.14 1.37 -0.54
C 1.25 1.17 0.74
Al -0.60 0.53 0.14
C -2.03 1.96 0.56
C -3.12 1.95 -0.22
B -1.25 -1.28 1.06
O -0.64 -1.79 2.22
O -2.35 -2.02 0.57
C -2.41 -2.12 -0.85
H 4.18 -1.66 1.79
H 3.10 0.05 -2.04
H 1.69 -0.63 -1.25
H 2.98 2.04 -0.34
H 1.46 1.80 -1.28
H 1.16 2.18 1.18
H 1.74 0.53 1.48
H -0.50 0.24 -1.46
H -1.94 2.69 1.37
H -3.49 0.97 -0.51
H -3.63 2.87 -0.50
H -0.07 -2.54 2.02
H -1.51 -2.59 -1.25
H -3.26 -2.79 -1.07
H -2.63 -1.17 -1.34

36
Properties=species:S:1:pos:R:3 method="wB97M-V/def2-TZVPD" mol_weight_da=403.1 total_charge=-1 gap_ev=7.63 lumo_ev=1.38 e_homo_ev=-6.26
C -3.84 2.11 -0.54
C -3.44 1.97 0.95
C -3.44 0.52 1.49
C -2.08 -0.09 1.84
C -1.15 0.85 2.62
C -1.32 -0.60 0.67
N -0.39 -1.51 0.93
N 0.31 -1.95 -0.10
C -0.01 -1.47 -1.30
P 0.94 -2.08 -2.78
C 2.59 -2.24 -2.06
O 0.42 -3.64 -3.04
N -0.95 -0.59 -1.56
N -1.62 -0.11 -0.52
H -4.19 1.15 -0.91
H -2.97 2.43 -1.11
H -4.60 2.86 -0.66
H -2.51 2.49 1.12
H -4.20 2.51 1.51
H -3.98 -0.11 0.80
H -4.02 0.52 2.41
H -2.27 -0.96 2.46
H -1.67 1.42 3.38
H -0.32 0.27 3.02
H -0.72 1.56 1.93
H 2.67 -3.04 -1.33
H 2.79 -1.33 -1.50
H 3.36 -2.34 -2.81
H -0.50 -3.58 -3.34
F 5.88 -0.72 -1.02
As 5.31 0.72 -0.22
F 4.46 -0.26 0.93
F 3.90 0.71 -1.25
F 4.73 2.15 0.57
F 6.15 1.69 -1.38
F 6.71 0.72 0.80

24
Properties=species:S:1:pos:R:3 method="wB97M-V/def2-TZVPD" mol_weight_da=122.0 total_charge=0 smiles="C=C(C)B=C(C)C.C=C" gap_ev=7.96 lumo_ev=0.36 e_homo_ev=-7.60
B -0.69 -0.02 -0.59
C 0.93 2.01 -0.53
C -0.67 -2.52 0.08
C -0.33 1.47 -0.54
C -1.35 -1.25 -0.56
C -1.55 2.30 -0.29
C -2.64 -1.60 -1.22
C 3.07 0.53 2.14
C 3.43 -0.08 1.04
H 1.22 3.00 -0.29
H 1.82 1.42 -0.76
H -0.09 -2.20 0.94
H -1.46 -3.34 0.15
H -1.57 3.19 -1.07
H -2.41 1.61 -0.52
H -1.74 2.69 0.75
H -2.47 -2.38 -2.05
H -3.53 -1.87 -0.46
H -3.07 -0.83 -1.82
H 3.85 1.18 2.62
H 2.09 0.37 2.44
H 0.07 -2.90 -0.71
H 2.68 -0.77 0.57
H 4.41 -0.02 0.68

24
Properties=species:S:1:pos:R:3 method="wB97M-V/def2-TZVPD" mol_weight_da=122.0 total_charge=0 smiles="C=C(C)[C@@H]1CCCB1C" gap_ev=9.60 lumo_ev=0.68 e_homo_ev=-8.92
B -0.26 1.04 0.47
C -0.99 -1.66 -2.02
C -0.69 -1.17 -0.82
C 0.94 1.31 1.42
C 2.16 0.76 0.64
C 1.64 -0.57 -0.02
C 0.27 -0.05 -0.59
C -1.52 1.98 0.20
C -1.25 -1.76 0.39
H -1.75 -2.51 -1.96
H -0.59 -1.30 -3.00
H 1.26 2.31 1.72
H 0.87 0.71 2.29
H 2.36 1.47 -0.17
H 3.03 0.43 1.18
H 2.21 -0.98 -0.89
H 1.45 -1.30 0.66
H 0.56 0.40 -1.49
H -2.36 2.05 0.89
H -1.98 1.53 -0.73
H -1.13 3.00 -0.14
H -0.53 -1.93 1.15
H -2.11 -1.07 0.81
H -1.60 -2.69 0.02

27
Properties=species:S:1:pos:R:3 method="wB97M-V/def2-TZVPD" mol_weight_da=239.1 total_charge=0 gap_ev="5.13 / 6.84" lumo_ev="0.57 / -1.57" e_homo_ev="-4.55 / -8.41" s2=2.0069 spin_multiplicity=3
C 0.28 0.33 0.09
C 2.05 1.25 -1.40
C 1.66 -2.38 -0.37
C -3.09 1.49 1.37
C 0.71 0.58 -1.36
C 0.22 -2.15 0.19
C 0.01 -0.78 0.74
C -2.75 1.19 0.13
O 0.25 1.61 0.75
O -0.36 -0.68 2.09
O -2.07 1.93 -0.74
Br -3.21 -0.53 -0.50
H 2.23 1.80 -0.38
H 2.09 2.10 -1.99
H 2.82 0.43 -1.53
H 1.99 -3.40 -0.10
H 1.78 -2.26 -1.37
H 2.27 -1.87 0.25
H -3.50 0.77 2.06
H -2.90 2.50 1.82
H 0.69 1.44 1.60
H 0.16 1.39 -1.92
H 0.80 -0.31 -1.91
H 0.03 -3.07 0.92
H -0.53 -2.31 -0.66
H -0.27 -1.57 2.52
H -1.35 2.47 -0.30

31
Properties=species:S:1:pos:R:3 method="wB97M-V/def2-TZVPD" mol_weight_da=581.9 total_charge=+3 gap_ev="8.86 / 3.78" lumo_ev="-10.49 / -14.47" e_homo_ev="-19.34 / -18.25" s2=6.0232 spin_multiplicity=5
I 4.31 1.96 -1.39
I 3.88 -2.57 -1.32
Pd -0.04 -0.19 -0.39
P -1.00 -0.09 -2.29
C 0.06 -0.07 -3.75
C -2.06 -1.49 -2.56
H -2.79 1.36 -1.72
H -2.60 1.26 -3.50
H -1.49 2.26 -2.52
C -2.06 1.32 -2.54
H -2.80 -1.54 -1.74
H -2.60 -1.42 -3.52
H -0.53 -0.06 -4.70
H 0.74 -0.96 -3.81
H -1.49 -2.44 -2.56
H 0.73 0.83 -3.78
C 1.52 -0.13 -1.19
O 2.49 -0.04 -1.88
Cl -2.18 0.19 0.48
C 0.52 1.19 5.06
N 0.60 0.35 3.91
C 1.15 -0.91 3.77
C 1.01 -1.37 2.45
N 0.52 -0.21 1.78
C 0.15 0.71 2.67
H -0.05 0.69 5.86
H 1.54 1.35 5.41
H 0.05 2.16 4.81
H 1.53 -1.45 4.61
H 1.33 -2.29 1.97
H -0.41 1.61 2.37

28
Properties=species:S:1:pos:R:3 method="wB97M-V/def2-TZVPD" mol_weight_da=190.2 total_charge=0 smiles="C=C(F)[C@@](N)(CCCCN)C(=O)O" gap_ev=9.84 lumo_ev=0.63 e_homo_ev=-9.21
O -1.77 1.84 -0.64
F 2.17 0.91 -2.96
O 0.37 2.70 -0.38
C -0.54 1.67 -0.62
C -0.09 0.87 -3.70
C 0.83 0.76 -2.64
N -1.10 -1.62 3.25
N -0.80 -0.70 -1.74
C 0.05 -0.78 3.16
C 0.15 -0.04 1.86
C 0.55 -1.00 0.78
C 1.08 -0.46 -0.50
C 0.12 0.37 -1.32
H -0.12 3.45 -0.21
H 0.18 1.13 -4.70
H -1.11 0.58 -3.54
H -1.92 -1.17 3.22
H -1.01 -2.35 2.57
H -1.51 -0.34 -2.20
H -1.16 -1.23 -0.90
H 0.00 -0.06 3.97
H 0.93 -1.35 3.25
H -0.65 0.62 1.65
H 0.97 0.74 2.02
H -0.30 -1.61 0.54
H 1.31 -1.65 1.20
H 1.99 0.13 -0.24
H 1.37 -1.37 -1.19

24
Properties=species:S:1:pos:R:3 method="wB97M-V/def2-TZVPD" mol_weight_da=125.2 total_charge=0 smiles="C=CC(C)(C)[C@@H](C)N=C" gap_ev=10.61 lumo_ev=0.99 e_homo_ev=-9.62
C 0.49 0.42 0.29
C -0.65 -0.48 -0.26
C 0.31 1.84 -0.28
C 0.42 0.49 1.81
C -0.55 -1.92 0.25
C 1.85 -0.06 -0.13
C -2.81 0.31 -0.65
C 2.19 -0.63 -1.27
N -1.91 0.04 0.18
H -0.59 -0.49 -1.37
H 2.63 0.14 0.60
H -0.63 2.26 0.07
H 1.13 2.48 0.03
H 0.29 1.81 -1.37
H 1.08 1.27 2.19
H -0.60 0.71 2.12
H 0.72 -0.46 2.26
H -0.79 -1.96 1.30
H 0.46 -2.31 0.09
H -1.26 -2.55 -0.29
H -3.75 0.68 -0.29
H -2.70 0.20 -1.74
H 1.47 -0.86 -2.05
H 3.21 -0.91 -1.49

25
Properties=species:S:1:pos:R:3 method="wB97M-V/def2-TZVPD" mol_weight_da=139.2 total_charge=+1 gap_ev=10.61 lumo_ev=-2.85 e_homo_ev=-13.46
C -1.68 -0.19 0.30
C 1.40 -1.72 -0.05
C 2.21 0.95 0.62
C -0.13 -2.18 0.08
C 1.45 -0.39 0.74
C 0.79 0.80 0.07
C -2.98 0.44 0.13
C 0.56 0.89 -1.38
N -1.20 -1.25 0.08
N -0.47 1.15 0.73
H 2.05 -2.44 0.30
H 1.55 -1.44 -1.11
H 2.58 1.66 1.33
H 2.88 0.77 -0.16
H -0.43 -2.72 -0.80
H -0.14 -2.81 0.87
H -3.21 1.22 -0.60
H -3.18 0.98 1.09
H -3.58 -0.41 -0.10
H -0.41 0.32 -1.68
H 1.35 0.55 -2.07
H 0.44 1.88 -1.65
H -1.05 1.85 0.33
H -0.33 1.08 1.73
H 0.93 -0.65 1.67

25
Properties=species:S:1:pos:R:3 method="wB97M-V/def2-TZVPD" mol_weight_da=139.2 total_charge=+1 gap_ev=7.68 lumo_ev=-5.36 e_homo_ev=-13.04
C -2.27 0.30 0.06
C 0.18 0.85 1.57
C -1.03 -0.15 2.08
C 0.60 0.00 0.53
C 0.05 0.13 -0.86
C 1.63 -1.01 0.80
C 0.93 1.21 -1.53
C 0.11 -1.17 -1.68
N -2.11 -0.03 1.27
N -1.33 0.60 -0.85
H -3.29 0.39 -0.28
H -0.30 1.78 1.30
H 0.87 0.96 2.40
H -0.68 -1.18 2.18
H -1.27 0.24 3.07
H 1.96 -0.99 1.83
H 2.50 -0.83 0.16
H 1.30 -2.02 0.54
H 1.94 0.84 -1.69
H 0.97 2.12 -0.93
H 0.50 1.45 -2.50
H 1.14 -1.47 -1.87
H -0.36 -1.00 -2.65
H -0.42 -1.97 -1.19
H -1.64 0.93 -1.75

25
Properties=species:S:1:pos:R:3 method="wB97M-V/def2-TZVPD" mol_weight_da=139.2 total_charge=+1 gap_ev="4.40 / 6.04" lumo_ev="-2.83 / -6.61" e_homo_ev="-7.23 / -12.65" s2=2.0149 spin_multiplicity=3
C 0.74 -0.61 1.24
C 1.38 -0.97 0.16
C 0.61 -0.76 -1.17
C -0.97 1.34 -1.31
C -1.02 1.41 0.99
C -0.79 -0.16 -0.88
C -0.99 -0.10 0.67
C 2.70 -1.60 0.07
N -2.10 -0.79 1.07
N -0.27 2.00 -0.14
H 0.89 -0.53 2.22
H 1.21 -0.24 -1.82
H 0.65 -1.78 -1.55
H -0.62 1.40 -2.28
H -2.02 1.46 -1.38
H -1.97 1.97 0.90
H -0.63 1.72 1.84
H -1.65 -0.67 -1.43
H 2.58 -2.57 -0.62
H 3.06 -1.79 1.06
H 3.38 -0.87 -0.23
H -2.30 -1.72 0.80
H -2.26 -0.69 2.08
H 0.71 1.57 0.01
H -0.33 3.00 -0.31